{
  "formula": "C26H53BF3N2O8S2",
  "method": "ωB97M-V/def2-TZVPD",
  "homo_lumo_gap_ha": 0.195,
  "e_above_lowest_ev": 2.9313,
  "charge": 1,
  "total_energy_ha": -2854.2733,
  "fmax_ev_per_a": 8.74,
  "elements": ["C", "C", "O", "N", "C", "C", "C", "C", "C", "S", "B", "O", "N", "C", "C", "S", "O", "O", "C", "F", "F", "F", "H", "H", "H", "H", "H", "H", "H", "H", "H", "H", "H", "H", "H", "H", "H", "H", "H", "H", "H", "H", "H", "C", "C", "C", "O", "C", "H", "H", "H", "H", "H", "H", "H", "H", "C", "C", "C", "O", "C", "H", "H", "H", "H", "H", "H", "H", "H", "C", "C", "C", "O", "C", "H", "H", "H", "H", "H", "H", "H", "H", "C", "C", "C", "O", "C", "H", "H", "H", "H", "H", "H", "H", "H"],
  "coordinates": [[2.144467, 0.935685, 2.568116], [1.516341, -0.544528, 2.421851], [1.028051, -1.073988, 3.437948], [1.624355, -1.152472, 1.090576], [3.025741, -1.762358, 1.077321], [0.700149, -2.309580, 0.913846], [-0.815666, -1.903391, 0.581482], [-0.967472, -0.772795, -0.530156], [-0.865309, 0.732078, 0.041579], [-2.505727, 1.613071, 0.118762], [-3.679033, 0.841636, 1.372719], [-4.718477, 1.704649, 1.907885], [-3.647170, -0.560337, 1.842890], [-4.761400, -1.237499, 1.057841], [-3.901036, -0.644814, 3.315110], [-2.012933, 3.508570, 0.997593], [-3.246761, 4.349604, 1.235679], [-1.371889, 3.148994, 2.320165], [-0.697445, 4.402446, 0.012084], [-0.825547, 5.773470, 0.219616], [-0.833017, 4.163930, -1.359674], [0.559232, 3.992204, 0.459649], [1.364956, 1.678234, 2.931095], [3.048425, 0.914213, 3.273196], [2.513255, 1.309183, 1.546402], [3.617950, -1.301149, 1.935808], [3.585879, -1.521622, 0.121830], [2.941584, -2.887242, 1.284058], [1.127023, -2.949787, 0.067025], [0.661439, -2.992128, 1.839457], [-1.312882, -1.657817, 1.577647], [-1.328344, -2.843269, 0.160890], [-0.284940, -0.919088, -1.440756], [-2.036596, -0.873506, -0.952557], [-0.110621, 1.289955, -0.624399], [-0.452776, 0.733011, 1.108001], [-4.246129, 2.220117, 2.610906], [-4.752534, -0.725622, 0.025759], [-5.784759, -1.058381, 1.532523], [-4.589727, -2.358852, 0.985950], [-4.998065, -0.862875, 3.569038], [-3.637509, 0.328138, 3.861603], [-3.258509, -1.466808, 3.793192], [-0.292800, -7.351217, -0.016344], [-0.295932, -7.251574, 1.494140], [-0.728619, -5.815182, 1.712396], [-1.578466, -5.464157, 0.614898], [-1.476676, -6.481367, -0.392964], [-0.378952, -8.372464, -0.389798], [0.630523, -6.917544, -0.414419], [-1.043716, -7.934023, 1.910103], [0.667216, -7.481498, 1.951976], [0.129458, -5.134827, 1.700558], [-1.266881, -5.679344, 2.653143], [-2.409746, -7.054476, -0.385986], [-1.360840, -6.017113, -1.374808], [-4.438872, 6.653643, -0.924139], [-5.763696, 6.165371, -0.395366], [-6.736901, 6.737018, -1.408888], [-6.040090, 6.802600, -2.660391], [-4.646819, 6.573947, -2.424372], [-3.588081, 6.065535, -0.577954], [-4.279104, 7.694430, -0.624861], [-5.793798, 5.070798, -0.423492], [-5.974226, 6.486236, 0.626030], [-7.039272, 7.754240, -1.139503], [-7.634707, 6.125260, -1.520327], [-4.401389, 5.576086, -2.806767], [-4.054921, 7.311161, -2.970989], [1.655879, 4.479975, -3.449973], [3.116329, 4.483702, -3.845395], [3.428374, 3.000850, -3.907685], [2.214432, 2.337459, -4.289097], [1.129643, 3.268903, -4.195565], [1.128895, 5.400285, -3.707216], [1.564399, 4.322896, -2.369903], [3.230657, 4.932041, -4.837175], [3.759320, 5.025619, -3.150354], [3.727239, 2.615743, -2.926652], [4.215638, 2.767598, -4.627376], [0.824541, 3.531729, -5.213815], [0.282967, 2.797868, -3.689138], [7.494053, -4.830317, -0.400690], [7.493105, -4.731121, 1.109276], [7.038354, -3.301779, 1.330929], [6.177192, -2.965025, 0.233362], [6.294543, -3.981052, -0.772940], [7.423566, -5.852999, -0.773960], [8.408545, -4.381726, -0.801558], [6.757268, -5.426434, 1.526136], [8.460879, -4.945508, 1.564751], [7.885632, -2.608291, 1.317337], [6.499361, -3.174436, 2.272689], [5.371598, -4.571770, -0.762305], [6.398326, -3.515029, -1.755112]],
  "forces_ev_per_a": [[0.414, -0.417, -1.069], [-0.209, 0.452, 2.355], [0.781, 1.141, -3.237], [0.048, -1.050, 1.513], [0.900, 0.438, 0.406], [-1.114, -0.848, -0.379], [0.715, -0.626, -0.055], [-1.685, -0.047, 0.046], [2.393, -0.972, 0.548], [1.146, -0.282, -2.280], [-3.284, -0.786, 3.801], [3.545, -0.681, -0.681], [-0.904, 1.359, -0.801], [0.024, 0.033, -0.621], [0.110, -0.144, 1.520], [-2.694, 2.211, 8.011], [3.641, -2.652, -2.360], [-0.914, 0.418, -4.294], [2.679, 2.223, -2.274], [0.054, -3.586, -0.195], [0.204, 0.163, 3.161], [-3.207, 0.771, -1.182], [0.903, -1.145, -0.190], [-1.528, -0.009, -0.868], [-0.490, -0.622, 1.451], [-0.539, -0.696, -1.184], [-0.827, -0.555, 1.093], [0.328, 1.677, -0.394], [-0.652, 1.031, 1.013], [0.193, 1.085, -1.203], [0.407, 0.022, -1.570], [0.753, 1.293, 0.781], [-0.769, 0.391, 1.578], [1.507, 0.013, 0.475], [-1.605, -0.243, 0.968], [-0.684, 0.069, -1.461], [-0.985, 0.133, -0.591], [-0.280, -1.235, 1.129], [1.378, -0.056, -0.591], [-0.078, 1.487, -0.111], [1.501, 0.336, -0.559], [-0.223, -1.358, -0.833], [-0.898, 1.146, -0.857], [0.307, 0.000, -0.307], [-0.124, -0.274, 0.304], [0.078, 0.279, 0.141], [0.118, -0.079, -0.065], [-0.335, -0.042, -0.087], [-0.015, 0.087, 0.012], [-0.055, -0.062, -0.016], [0.078, 0.047, 0.009], [-0.071, 0.045, -0.019], [0.065, -0.070, 0.108], [-0.037, 0.075, -0.095], [0.043, -0.031, -0.082], [-0.054, 0.073, 0.086], [0.396, 0.402, 0.041], [-0.236, -0.398, 0.254], [-0.232, 0.261, -0.140], [0.231, -0.104, 0.308], [-0.105, -0.102, -0.313], [-0.042, 0.068, -0.050], [0.039, -0.077, -0.019], [-0.037, 0.046, 0.044], [-0.017, -0.021, -0.075], [-0.054, -0.050, 0.076], [0.054, 0.062, -0.101], [0.116, -0.014, -0.012], [-0.110, -0.030, -0.052], [-0.237, 0.136, 0.331], [0.256, 0.225, -0.272], [0.125, -0.279, 0.116], [-0.085, 0.283, 0.171], [0.035, -0.155, -0.351], [0.012, -0.066, 0.009], [0.026, 0.032, -0.046], [0.023, -0.018, 0.088], [-0.032, -0.057, -0.050], [0.098, 0.043, -0.005], [-0.114, -0.082, 0.024], [-0.116, 0.042, 0.067], [0.029, -0.101, -0.057], [0.315, -0.004, -0.314], [-0.119, -0.271, 0.333], [0.095, 0.337, 0.049], [0.083, -0.219, 0.021], [-0.312, 0.047, -0.068], [-0.014, 0.080, 0.012], [-0.071, -0.058, -0.011], [0.073, 0.036, 0.015], [-0.073, 0.041, -0.022], [0.019, -0.037, 0.089], [-0.039, 0.063, -0.090], [0.023, -0.059, -0.088], [-0.054, 0.071, 0.091]]
}